[1]
Density functional theory data (ωB97M-V/def2-TZVPD) for 9 unconnected molecules or ions with the total composition C38H93Cl2N3O12P3S in a non-equilibrium geometry.

```
152
Properties=species:S:1:pos:R:3:forces:R:3:lowdin_charge:R:1
C 5.744 -4.315 -0.287 -0.6 0.8 0.2 -0.05
C 4.436 -3.621 -0.616 0.6 -1.2 -0.6 -0.27
O 4.516 -2.261 -0.143 -0.4 0.6 -0.3 -0.21
P 3.488 -1.896 1.004 -0.4 -1.1 1.2 0.45
O 3.344 -2.925 2.021 -0.2 -0.7 0.5 -0.24
C 1.858 -1.679 0.187 0.5 1.1 -0.6 -0.16
C 1.043 -0.452 0.621 0.4 -0.5 -0.5 -0.13
N 0.178 -0.010 -0.527 0.7 -0.2 1.7 -0.01
C 0.476 1.035 -1.365 0.2 -0.6 -0.6 -0.31
P 1.912 2.116 -1.251 0.0 1.4 1.6 0.47
S 1.799 3.186 0.363 0.2 -0.2 0.0 0.25
C -0.537 1.094 -2.269 0.6 0.9 -0.7 -0.17
C -0.603 2.102 -3.382 -0.4 0.0 0.3 -0.09
C -0.619 3.586 -2.918 0.6 -0.1 -0.8 -0.23
O 0.062 4.374 -3.880 -0.3 -0.1 0.2 -0.06
N -1.398 0.085 -1.971 -1.0 0.1 0.2 0.00
C -2.586 -0.182 -2.792 0.6 -0.4 -0.3 -0.64
Cl -3.975 -0.679 -1.839 -0.2 0.0 0.0 0.76
C -2.306 -1.166 -3.942 -0.2 -0.1 -0.4 -0.71
C -1.562 -0.544 -5.104 0.6 0.3 0.6 -0.11
Cl -1.402 -2.614 -3.434 -0.1 0.0 0.3 0.69
C -0.972 -0.561 -0.849 -0.8 -0.2 -1.1 -0.27
P -1.862 -1.908 0.082 0.2 -1.2 1.8 0.77
N -1.009 -2.574 1.212 -0.1 0.3 -0.6 -0.26
O 4.004 -0.566 1.681 0.1 0.4 -1.3 -0.16
C 4.542 0.455 0.812 0.3 0.8 0.1 -0.29
C 5.921 0.927 1.268 -0.5 0.3 -0.2 -0.04
H 5.713 -5.369 -0.527 0.0 -0.2 -0.1 0.08
H 6.504 -3.802 -0.864 0.5 -0.2 0.0 0.08
H 5.916 -4.170 0.773 0.3 -0.3 0.2 0.07
H 4.315 -3.642 -1.696 -0.2 0.5 -0.2 0.12
H 3.596 -4.171 -0.204 -0.2 0.2 0.4 0.11
H 2.034 -1.562 -0.885 0.2 -0.1 -0.1 0.10
H 1.310 -2.598 0.324 -0.2 -0.2 0.2 0.07
H 1.704 0.375 0.838 -0.1 0.4 0.1 0.06
H 0.413 -0.659 1.472 -0.1 0.0 0.2 0.11
H 1.876 2.968 -2.361 -0.1 -0.6 -0.5 -0.01
H 3.091 1.370 -1.396 -0.2 -0.3 -0.3 -0.01
H 0.253 1.925 -4.026 0.2 0.1 -0.1 0.13
H -1.463 1.970 -4.020 -0.2 -0.2 -0.2 0.10
H -0.198 3.740 -1.927 -0.2 0.0 0.3 0.07
H -1.635 3.951 -2.958 -0.3 0.1 0.4 0.13
H 0.923 3.990 -4.068 0.2 0.2 -0.1 0.07
H -2.834 0.755 -3.264 -0.3 0.3 0.0 0.11
H -3.270 -1.506 -4.304 -0.2 -0.2 0.1 0.10
H -0.572 -0.243 -4.768 0.2 0.0 0.0 0.07
H -2.049 0.353 -5.467 -0.3 0.0 -0.3 0.09
H -1.410 -1.276 -5.883 -0.2 -0.1 -0.3 0.09
H -2.333 -2.858 -0.827 -0.2 0.6 -0.5 -0.01
H -2.953 -1.219 0.636 0.1 0.3 -0.5 -0.02
H -0.973 -3.571 1.022 0.4 -0.1 0.3 0.00
H 3.861 1.300 0.854 -0.2 0.1 0.1 0.04
H 4.599 0.145 -0.230 -0.1 -0.5 0.0 0.09
H 6.583 0.986 0.412 0.3 -0.1 0.0 0.08
H 5.832 1.932 1.665 0.1 0.1 0.2 0.08
H 6.334 0.283 2.029 0.1 -0.2 0.1 0.09
C -6.669 2.357 0.903 -0.1 -0.1 0.1 -0.05
C -5.349 2.057 1.594 -0.1 0.3 -0.5 -0.47
C -4.198 2.822 0.959 0.2 -0.1 0.1 -0.06
O -5.081 0.652 1.546 0.1 -0.3 0.3 -0.09
H -6.628 2.058 -0.149 0.1 0.1 0.0 0.08
H -7.480 1.797 1.368 0.0 0.0 0.0 0.09
H -6.908 3.420 0.950 0.0 0.0 0.0 0.09
H -5.422 2.318 2.650 0.0 -0.2 0.1 0.14
H -4.083 2.535 -0.092 -0.1 0.1 0.0 0.07
H -3.258 2.592 1.464 0.0 0.0 0.0 0.08
H -4.362 3.899 1.006 0.0 0.0 0.0 0.08
H -5.013 0.403 0.621 0.0 0.1 -0.2 0.04
C -0.583 8.431 -0.173 -0.1 0.0 -0.1 -0.05
C -0.756 6.954 0.137 0.5 0.2 0.1 -0.48
C 0.029 6.549 1.372 0.1 -0.2 0.0 -0.07
O -0.339 6.168 -0.991 -0.3 -0.2 0.0 -0.08
H 0.467 8.660 -0.373 0.0 0.0 0.1 0.08
H -1.150 8.706 -1.063 0.0 0.0 0.0 0.08
H -0.921 9.049 0.660 0.0 0.0 0.0 0.08
H -1.813 6.734 0.289 0.0 -0.1 -0.1 0.14
H 1.101 6.715 1.224 0.0 0.1 -0.1 0.08
H -0.107 5.484 1.573 0.0 0.0 0.0 0.06
H -0.295 7.110 2.245 0.0 0.0 0.0 0.05
H 0.594 6.351 -1.141 0.0 0.0 0.0 0.08
C 8.170 -7.021 4.317 0.2 0.0 -0.1 -0.06
C 7.469 -5.898 3.569 -0.3 -0.4 0.3 -0.49
C 6.176 -5.493 4.261 0.0 0.2 -0.1 -0.06
O 7.194 -6.302 2.226 0.2 0.2 -0.2 -0.07
H 7.535 -7.910 4.356 -0.1 0.0 0.1 0.08
H 9.092 -7.304 3.807 0.0 0.0 0.0 0.08
H 8.414 -6.726 5.338 0.0 0.0 0.0 0.08
H 8.132 -5.035 3.499 0.0 0.0 -0.2 0.14
H 5.481 -6.336 4.298 0.1 -0.1 0.1 0.08
H 5.680 -4.690 3.713 0.0 0.0 0.0 0.07
H 6.362 -5.154 5.281 0.0 0.0 0.0 0.08
H 6.608 -7.065 2.260 0.0 0.0 0.1 0.08
C 7.157 -9.587 -0.269 -0.2 0.0 0.0 -0.06
C 8.082 -9.091 -1.369 0.2 0.1 0.5 -0.50
C 9.543 -9.275 -0.988 0.1 0.0 -0.1 -0.06
O 7.821 -7.713 -1.637 -0.1 0.0 -0.2 -0.06
H 7.322 -9.021 0.653 0.1 0.0 0.0 0.07
H 6.113 -9.446 -0.552 0.0 0.0 -0.1 0.08
H 7.319 -10.645 -0.058 0.0 0.0 0.0 0.08
H 7.874 -9.631 -2.293 0.0 0.1 -0.1 0.14
H 9.778 -8.702 -0.087 -0.1 -0.1 0.1 0.08
H 10.193 -8.910 -1.784 0.0 0.0 0.0 0.08
H 9.775 -10.324 -0.802 0.0 0.0 0.0 0.08
H 8.002 -7.218 -0.830 0.0 0.0 0.0 0.08
C -1.098 6.904 5.601 0.2 0.0 -0.1 -0.06
C -1.875 7.938 4.800 -0.3 -0.4 0.3 -0.49
C -3.101 8.421 5.558 0.0 0.2 -0.1 -0.06
O -2.266 7.384 3.540 0.1 0.2 -0.1 -0.07
H -1.719 6.026 5.798 -0.1 0.1 0.1 0.08
H -0.224 6.565 5.043 0.0 0.0 0.0 0.07
H -0.764 7.312 6.556 0.0 0.0 0.0 0.08
H -1.229 8.786 4.573 0.0 0.0 -0.2 0.14
H -3.783 7.588 5.754 0.1 0.0 0.1 0.08
H -3.649 9.157 4.970 0.0 0.0 0.0 0.08
H -2.825 8.872 6.512 0.0 0.0 0.0 0.08
H -2.840 6.632 3.715 0.0 0.0 0.0 0.09
C -5.827 -1.337 4.580 -0.1 0.0 0.1 -0.05
C -6.051 -2.342 3.461 0.3 0.4 -0.2 -0.48
C -4.734 -2.846 2.892 0.0 -0.1 -0.1 -0.06
O -6.828 -1.740 2.423 -0.2 -0.4 -0.1 -0.07
H -5.285 -0.464 4.206 0.1 -0.1 0.0 0.07
H -6.781 -0.983 4.970 0.0 -0.1 0.0 0.08
H -5.256 -1.776 5.399 0.0 0.0 0.0 0.08
H -6.631 -3.185 3.837 -0.1 0.0 -0.1 0.14
H -4.162 -2.016 2.464 0.0 0.1 0.2 0.05
H -4.910 -3.562 2.086 -0.1 -0.1 0.1 0.07
H -4.126 -3.328 3.659 0.1 0.0 0.0 0.09
H -6.330 -0.985 2.087 0.1 0.2 0.1 0.04
C 0.617 6.399 -8.551 0.1 -0.2 -0.1 -0.06
C 0.406 5.744 -7.194 0.0 0.6 0.0 -0.50
C -0.614 6.502 -6.358 -0.1 -0.1 0.1 -0.06
O 1.651 5.664 -6.491 0.0 -0.4 0.0 -0.06
H 0.999 7.416 -8.430 -0.1 0.0 0.0 0.08
H 1.353 5.844 -9.134 0.0 0.0 0.0 0.08
H -0.314 6.444 -9.117 0.0 0.0 0.0 0.08
H 0.070 4.715 -7.334 0.1 -0.1 0.1 0.13
H -0.277 7.524 -6.164 0.0 0.0 -0.1 0.09
H -0.740 6.016 -5.393 0.0 0.0 0.0 0.05
H -1.583 6.548 -6.858 0.0 0.0 0.0 0.08
H 1.968 6.563 -6.356 0.0 0.0 0.0 0.09
C -9.225 -4.626 0.416 -0.1 0.0 0.0 -0.06
C -8.383 -4.345 -0.818 0.1 0.2 0.5 -0.49
C -6.912 -4.634 -0.564 0.2 0.0 -0.1 -0.06
O -8.544 -2.982 -1.213 0.0 0.0 -0.3 -0.06
H -8.909 -3.989 1.247 0.1 0.0 0.0 0.08
H -10.274 -4.407 0.219 0.0 0.0 0.0 0.08
H -9.138 -5.669 0.726 0.0 0.0 0.0 0.08
H -8.737 -4.954 -1.650 0.0 0.1 -0.1 0.14
H -6.534 -3.990 0.236 -0.1 -0.1 0.1 0.06
H -6.320 -4.422 -1.457 -0.1 -0.1 -0.1 0.07
H -6.753 -5.676 -0.281 0.0 0.0 0.0 0.08
H -8.240 -2.434 -0.481 -0.1 0.0 0.1 0.08
```
Positions in Å, forces in eV/Å.

Its total charge is +1. For the electronic energy, the calculation gives -4913.2295 hartree. As for the spin multiplicity: 1. As for the highest occupied orbital energy: -11.3 eV. Its LUMO energy is -3.4 eV.

***

[2]
Density functional theory data (ωB97M-V/def2-TZVPD) for 8 unconnected molecules or ions with the total composition C15H40N2O10 in a non-equilibrium geometry.

```
67
Properties=species:S:1:pos:R:3:forces:R:3:nbo_charge:R:1
C 1.274 -0.696 -1.380 -0.2 0.2 0.6 -0.63
C 0.198 -0.828 -0.314 -0.4 -0.2 0.2 0.08
C -0.330 0.426 0.427 1.1 0.5 -1.5 -0.10
O -1.749 0.349 0.345 0.4 -0.8 0.6 -0.50
C -2.081 -0.781 -0.357 -1.1 1.5 -0.2 0.97
O -3.210 -1.134 -0.503 0.3 -0.2 0.0 -0.57
O -1.014 -1.283 -0.952 0.5 -1.0 -0.1 -0.50
H 2.242 -0.611 -0.888 0.1 0.1 -0.1 0.23
H 1.107 0.176 -2.010 0.0 0.0 0.0 0.22
H 1.262 -1.591 -1.999 0.0 0.0 0.0 0.23
H 0.477 -1.606 0.403 0.0 0.0 0.0 0.17
H 0.005 1.277 -0.177 -0.2 0.2 0.3 0.18
H 0.077 0.542 1.426 -0.5 -0.2 0.2 0.21
C -0.822 -4.355 1.666 0.5 1.3 -0.8 -0.41
N -2.079 -4.089 2.325 0.4 -1.6 -0.1 -0.44
C -2.306 -4.904 3.516 -0.1 0.8 0.1 -0.42
C -3.074 -3.437 1.681 -0.6 0.8 0.5 0.52
O -4.139 -3.143 2.188 0.0 -0.4 -0.1 -0.61
H 0.025 -3.871 2.167 -0.1 -0.2 0.4 0.19
H -0.843 -3.830 0.705 -0.1 -0.3 -0.1 0.20
H -0.534 -5.389 1.477 -0.5 -0.2 0.2 0.20
H -2.133 -5.959 3.303 0.3 0.0 0.0 0.19
H -1.620 -4.508 4.268 0.0 -0.5 0.3 0.20
H -3.323 -4.827 3.888 0.0 0.4 -0.2 0.24
H -2.818 -3.084 0.674 0.1 -0.2 -0.1 0.13
C 1.740 4.842 -4.685 -2.2 0.1 0.6 -0.41
N 2.292 3.605 -4.185 -0.2 0.9 0.3 -0.44
C 2.124 3.347 -2.761 0.9 -0.5 -0.1 -0.42
C 2.515 2.557 -5.003 0.3 0.1 -0.3 0.53
O 3.000 1.505 -4.653 -0.2 -0.4 0.2 -0.61
H 1.987 5.713 -4.076 1.0 -0.1 -0.3 0.21
H 0.646 4.839 -4.504 0.0 -0.2 -0.3 0.18
H 1.831 5.005 -5.754 0.6 -0.1 0.0 0.22
H 1.921 4.246 -2.188 -0.2 0.2 -0.3 0.21
H 1.345 2.598 -2.609 -0.1 0.1 0.1 0.20
H 3.062 2.939 -2.382 -0.1 -0.1 0.1 0.22
H 2.216 2.750 -6.043 0.2 0.1 -0.2 0.11
C 2.329 -3.991 -0.107 -0.2 -0.5 1.4 -0.25
O 2.691 -5.130 0.695 0.3 0.1 -0.4 -0.73
H 1.270 -4.115 -0.324 0.0 0.3 -0.6 0.17
H 2.426 -3.146 0.577 0.1 0.3 -0.3 0.17
H 2.966 -3.845 -0.973 -0.1 0.0 -0.2 0.18
H 3.248 -5.712 0.172 -0.1 0.0 0.0 0.47
C 2.563 -0.772 3.451 0.7 -0.2 -0.1 -0.25
O 1.822 0.413 3.208 -0.7 -0.1 0.1 -0.75
H 3.581 -0.483 3.727 0.0 -0.3 0.0 0.18
H 2.159 -1.461 4.199 -0.3 0.4 0.2 0.18
H 2.602 -1.364 2.536 0.0 0.3 -0.2 0.18
H 1.703 0.897 4.030 0.0 -0.1 0.0 0.48
C -5.157 1.155 -2.644 -0.1 0.7 0.4 -0.25
O -5.685 1.168 -3.960 0.3 -0.6 -0.2 -0.72
H -5.904 1.588 -1.971 0.2 -0.1 0.3 0.16
H -4.896 0.157 -2.300 -0.3 -0.2 -0.4 0.20
H -4.236 1.744 -2.551 0.0 0.1 -0.1 0.15
H -5.759 2.075 -4.260 0.0 0.1 0.1 0.46
C 2.693 3.269 0.632 -2.1 -0.7 1.0 -0.24
O 2.574 1.890 0.951 1.1 -1.0 -1.2 -0.77
H 2.658 3.786 1.592 0.6 0.7 -0.3 0.17
H 3.542 3.457 -0.013 0.4 -0.2 0.4 0.19
H 1.798 3.560 0.068 0.1 0.3 0.0 0.15
H 1.947 1.594 1.622 0.2 0.8 0.2 0.50
C -1.681 2.731 3.155 0.0 0.1 -1.5 -0.25
O -2.998 2.516 3.636 0.6 -0.1 0.4 -0.71
H -0.998 1.883 3.254 -0.4 -0.2 0.8 0.17
H -1.742 2.814 2.060 0.2 0.3 0.1 0.16
H -1.207 3.640 3.530 -0.1 -0.1 0.3 0.16
H -3.578 2.892 2.973 -0.2 -0.1 0.1 0.47
```
Positions in Å, forces in eV/Å.

Its SMILES is C[C@H]1COC(=O)O1.CN(C)C=O.CN(C)C=O.CO.CO.CO.CO.CO. For the electronic energy, the calculation gives -1457.3189 hartree. As for the spin multiplicity: 1. As for the highest occupied orbital energy: -9.1 eV. Its LUMO energy is 0.2 eV. The calculation puts the energy above the lowest of the compared OMol25 structures with the same formula, charge and spin at 74.46 kJ/mol.